Entry 1:
22
Properties=species:S:1:pos:R:3 method="wB97M-V/def2-TZVPD" spin_multiplicity=2 homo_lumo_gap_ev="2.5 / 9.4" relative_energy_ev=0.0851 total_charge=-1 s_squared=0.75
N 0.57 1.93 -1.35
C 0.62 1.10 -0.16
C 0.29 -1.29 0.67
C -0.04 -0.25 -0.44
C -1.56 -0.13 -0.59
C 0.82 -2.65 0.17
C -0.02 1.79 1.09
H -0.38 1.97 -1.70
H -2.03 -1.02 -1.04
H 1.67 0.94 0.12
H -1.89 0.70 -1.23
H -2.02 -0.01 0.38
H -0.89 2.34 0.73
H -0.29 1.06 1.85
H 0.65 2.59 1.40
H 0.18 -3.48 0.47
H 0.35 -0.66 -1.37
H -0.61 -1.45 1.27
H 1.01 -0.84 1.36
H 1.00 2.83 -1.21
H 0.75 -2.67 -0.91
H 1.85 -2.80 0.49

Entry 2:
71
Properties=species:S:1:pos:R:3 method="wB97M-V/def2-TZVPD" spin_multiplicity=2 homo_lumo_gap_ev="3.7 / 4.1" s_squared=0.99
Fe -0.11 -0.13 -0.16
S 7.27 -2.58 -5.60
P -1.70 -2.37 -1.37
P -2.01 -2.38 1.54
O -2.08 -2.91 -2.68
O -0.57 -4.11 0.35
O -1.73 -3.32 2.78
O -3.51 -2.00 1.84
O -0.28 -1.81 -1.17
O -1.09 -1.21 1.48
O 6.93 -3.41 -4.47
O -2.78 -1.26 -0.85
O 6.67 -3.06 -6.84
O 8.69 -2.36 -5.72
O -1.22 0.89 -1.42
N 1.54 -0.15 1.38
N 1.72 0.10 -1.37
N 5.44 -0.95 -4.50
N -1.12 2.51 0.19
N -0.24 1.61 0.71
N 6.96 0.07 -6.05
C 3.37 -1.00 -2.69
C 2.03 1.24 -1.98
C 6.47 -0.95 -5.34
C 1.45 0.94 2.15
C -2.44 2.74 -3.16
C 3.31 0.21 3.46
C 4.80 0.21 -4.32
C -4.23 4.50 -1.97
C -1.85 -3.49 0.09
C 0.43 1.91 1.76
C 2.32 1.14 3.21
C 3.40 -0.91 2.66
C -1.56 2.04 -0.96
C 0.23 3.19 2.50
C -3.35 3.77 -1.18
C -2.47 2.88 -1.77
C -2.94 -4.53 -0.09
C 3.71 0.19 -3.32
C 2.37 -1.00 -1.74
C 3.00 1.33 -2.96
C -3.31 3.48 -3.95
C 5.21 1.32 -5.03
C 2.48 -1.05 1.63
C -4.21 4.35 -3.35
C 6.30 1.21 -5.88
H -3.80 -1.26 1.28
H 4.69 2.27 -4.94
H -1.74 2.05 -3.60
H 3.91 -1.90 -2.94
H -1.04 -3.98 2.58
H -2.78 -5.04 -1.03
H -3.28 3.38 -5.03
H 6.67 2.06 -6.45
H -3.36 3.88 -0.10
H -3.11 -0.78 -1.63
H 2.23 2.04 3.81
H -4.94 5.18 -1.51
H -4.91 4.92 -3.97
H 4.02 0.37 4.26
H 2.06 -1.92 -1.25
H 0.08 -3.70 -0.23
H 1.47 2.12 -1.66
H 2.52 -1.90 0.96
H -3.92 -4.05 -0.12
H 4.16 -1.66 2.82
H 1.13 3.81 2.44
H -0.60 3.74 2.07
H 3.21 2.29 -3.40
H -2.91 -5.26 0.73
H 0.03 3.00 3.56

no.,E_tot (eV)
1,-7953.75779
2,-121598.16883